{"formula": "CH25O15", "method": "ωB97M-V/def2-TZVPD", "e_tot_ev": -32159.2304, "multiplicity": 1, "e_above_lowest_kj_mol": 169.46, "fmax_ev_per_a": 3.49, "homo_ev": -7.35, "charge": -1, "lumo_ev": 2.19, "homo_lumo_gap_ha": 0.351, "species": ["O", "O", "H", "H", "H", "H", "O", "O", "H", "H", "H", "H", "C", "H", "O", "O", "H", "H", "O", "H", "H", "O", "H", "O", "O", "H", "H", "H", "H", "H", "H", "O", "O", "H", "H", "O", "O", "O", "H", "H", "H"], "coordinates": [[0.9708, 3.2804, 0.8559], [-2.3274, 0.8627, -1.9416], [-1.7962, -2.9025, 1.6614], [0.1840, 2.7037, 0.8342], [1.7813, -2.8471, -2.9005], [2.2523, 1.9966, 0.8054], [-0.8420, 0.8863, 0.4330], [-2.0013, 3.7916, -0.9720], [-0.1204, 0.5165, 3.6978], [0.8778, -0.7939, -1.4799], [0.6235, -2.1943, -0.0152], [2.1931, 0.4788, 0.8024], [0.0429, 0.1077, 0.0853], [-2.0203, 2.8571, -1.1048], [0.2439, -0.0981, -1.2913], [3.4718, -1.7453, 1.9452], [0.6111, 4.1288, 1.0674], [-2.4421, 0.7850, 0.9713], [0.9210, 2.4208, -2.3227], [-2.6270, -2.0619, -1.1547], [0.9499, -3.6500, -0.1178], [0.2655, -2.9842, -0.3212], [-1.8813, 3.8277, 0.0270], [2.3028, -2.1418, -2.5004], [-1.9332, -2.2503, -1.7529], [2.7242, -2.1649, 2.3452], [-3.7788, 0.4448, 1.6671], [0.7971, 1.4712, -2.1008], [2.5730, -1.6115, -3.2079], [3.5817, -2.3365, 1.1866], [-1.1463, -1.5739, 1.4805], [-3.3416, 1.0875, 1.0666], [0.2376, -0.3089, 3.3925], [1.4989, 2.7151, -1.6296], [-1.6488, 0.7375, -1.2678], [0.7384, -0.5540, 0.8392], [2.7959, 1.2300, 0.7023], [-1.9812, -1.9694, 1.6921], [-1.9664, 0.3471, -2.6801], [-1.1341, -2.3689, -1.2234], [0.3498, -0.1195, 2.4263]], "forces_ev_per_a": [[-0.414, -0.725, 0.018], [-0.025, -0.102, -0.691], [0.059, -0.526, -0.054], [0.256, -0.098, -0.216], [-0.090, 0.080, 0.137], [-0.451, 0.909, 0.210], [0.176, 0.908, -0.787], [0.346, 1.345, 2.576], [-0.308, 0.463, 0.537], [0.505, -0.346, 0.214], [1.240, 2.730, 1.389], [0.424, 0.017, 0.203], [-0.574, 0.052, -1.651], [-0.133, -1.371, -0.703], [-0.693, 0.829, 0.690], [0.606, -0.501, -0.755], [-0.121, 0.907, 0.110], [0.570, -0.248, -0.065], [-0.215, -1.001, -0.504], [-1.009, 0.490, 1.047], [-0.633, 0.406, -0.277], [-0.160, -3.420, -0.682], [-0.406, 0.074, -1.958], [-0.767, -1.295, 1.637], [0.919, -0.426, -1.327], [-0.977, 0.076, 0.892], [0.595, 0.609, -0.682], [-0.120, 0.834, -0.210], [0.736, 1.378, -1.680], [0.388, 0.454, -0.108], [0.834, 0.546, 0.058], [-1.722, -0.271, 1.028], [0.169, 0.081, -0.658], [0.402, 0.401, 0.611], [-0.296, 0.124, 0.173], [1.452, -1.895, 0.789], [0.836, -0.826, -0.364], [-1.027, -0.033, 0.064], [-0.260, 0.205, 0.288], [-0.301, -0.213, -0.034], [0.189, -0.622, 0.732]]}

---

{"formula": "CH26F3O20PSZr", "method": "ωB97M-V/def2-TZVPD", "e_tot_ev": -71968.2049, "multiplicity": 1, "e_above_lowest_kj_mol": 530.41, "fmax_ev_per_a": 10.04, "homo_ev": -8.54, "lumo_ev": -1.62, "homo_lumo_gap_ha": 0.255, "species": ["H", "H", "H", "S", "O", "H", "O", "H", "O", "O", "O", "H", "Zr", "H", "O", "O", "H", "H", "H", "F", "H", "H", "H", "F", "H", "H", "O", "O", "H", "H", "H", "O", "C", "O", "F", "O", "H", "H", "O", "P", "H", "O", "O", "O", "O", "H", "O", "O", "H", "H", "H", "O", "H"], "coordinates": [[-4.1024, -0.6007, 0.1098], [2.2299, -2.3001, 1.1677], [0.2710, 0.3974, -4.2688], [-0.4852, -0.1696, -0.7122], [1.0464, 0.9688, -4.1827], [2.3692, -1.9887, -0.3326], [-0.5078, -3.2390, 1.9469], [-4.5735, 0.8903, 2.3232], [-2.7513, -1.8041, 2.7142], [-0.8297, -1.5476, -0.5774], [1.9954, -2.6402, 0.2929], [-2.2530, -3.7545, -1.6455], [2.5883, 0.6746, -2.5495], [-3.2264, -2.6412, 2.7080], [4.5647, 0.8435, -1.9385], [2.3931, -1.9928, 3.1889], [-0.4009, 2.5427, 3.3896], [3.1851, -1.6833, 3.6402], [-0.8176, -3.2083, 1.0334], [-1.3424, 0.3907, 1.6568], [-2.8259, -0.8908, -0.6836], [-1.8383, -2.0421, 2.4788], [-3.3881, -2.9019, -1.0699], [0.2994, 1.6347, 1.0258], [1.7201, -1.3345, 3.3953], [1.7854, 4.9813, 2.5749], [0.7377, 0.1063, -1.4544], [-3.7033, -1.2436, -0.4971], [-1.4015, 3.6830, 3.3435], [2.3961, -2.4309, -2.9722], [-3.9374, -0.4967, 2.1161], [1.0889, 4.3227, 2.4893], [-0.1837, 0.3855, 1.0152], [-3.1956, -3.7772, -1.4607], [0.6519, -0.4060, 1.6753], [3.1198, 1.5984, -0.7026], [0.9871, 1.5835, -4.9263], [-1.4365, 2.0115, -2.1484], [-1.6000, 0.6473, -1.1548], [4.0628, 0.3693, -0.3236], [1.5402, 3.2479, -1.5053], [1.9014, -1.6029, -3.0239], [-1.3323, 2.7418, 3.5271], [1.2764, 2.5457, -2.1103], [-4.5451, 0.1545, 1.7068], [-1.8970, 3.3629, -2.7555], [3.2861, -0.7058, -1.1493], [5.5643, 0.3741, -0.1051], [0.4402, 2.8536, -2.5371], [0.8620, 4.3275, 1.5546], [1.0136, -1.8546, -3.3035], [-1.2384, 2.6695, -2.8635], [0.4369, -3.0516, 1.8801]], "forces_ev_per_a": [[-0.086, -0.060, 0.012], [0.244, -0.107, -0.018], [-0.053, 0.067, 0.227], [-0.686, -0.248, 0.399], [-0.193, -0.153, -1.191], [-0.080, -0.149, 0.303], [-0.067, 0.077, 0.116], [0.033, 0.063, -0.056], [-0.273, 0.131, 0.154], [0.335, -0.472, -0.215], [-0.029, -0.015, -0.069], [0.005, -0.014, 0.058], [4.108, 0.107, 4.701], [0.067, -0.007, -0.016], [-1.541, 0.199, -7.253], [-0.046, 0.153, -0.055], [0.033, 0.164, 0.005], [0.046, -0.103, -0.025], [0.167, 0.001, -0.095], [0.061, -0.123, -0.183], [-0.388, -0.024, 0.041], [-0.039, -0.169, 0.047], [-0.167, -0.191, -0.006], [0.187, -0.073, -0.111], [-0.013, -0.057, 0.075], [0.016, -0.035, 0.065], [0.162, -0.038, -0.242], [-0.030, 0.069, -0.226], [0.126, 0.018, 0.050], [0.272, 0.191, 0.263], [0.023, 0.102, -0.024], [-0.046, 0.071, -0.045], [-0.460, 0.603, 0.188], [0.116, 0.053, -0.026], [0.282, 0.045, -0.180], [-3.141, 0.687, 5.374], [0.040, 0.090, 0.099], [0.003, 0.044, -0.311], [0.342, 0.489, -0.033], [4.521, 3.326, -8.327], [0.396, -0.366, 0.238], [-0.048, 0.032, -1.017], [-0.153, -0.079, 0.012], [0.420, 0.948, -0.750], [0.073, -0.186, 0.248], [-0.008, 0.009, -0.098], [-1.764, -3.286, 2.999], [-2.394, -1.156, 4.616], [-0.224, -0.454, 0.056], [0.012, -0.077, 0.006], [-0.049, -0.004, 0.200], [-0.007, 0.048, 0.186], [-0.104, -0.137, -0.165]]}

---

{"formula": "CH27MnO16", "method": "ωB97M-V/def2-TZVPD", "e_tot_ev": -65550.3547, "multiplicity": 6, "e_above_lowest_kj_mol": 269.09, "fmax_ev_per_a": 2.96, "homo_ev": [-13.00, -13.00], "charge": 1, "lumo_ev": [-5.40, -5.68], "homo_lumo_gap_ha": [0.279, 0.269], "species": ["O", "H", "O", "O", "H", "O", "H", "H", "O", "O", "H", "H", "H", "H", "H", "H", "C", "O", "O", "O", "H", "H", "H", "H", "H", "H", "H", "O", "H", "H", "O", "O", "O", "O", "H", "O", "O", "H", "H", "H", "H", "Mn", "H", "H", "H"], "coordinates": [[0.6270, 0.0158, -1.1588], [3.4587, 1.2182, -2.3554], [-1.2539, -0.4260, -0.1198], [2.0963, -2.8660, 0.6797], [0.8480, -1.3507, 2.2829], [2.8259, 1.6726, -1.8525], [3.0005, -2.5778, 0.6603], [2.1958, 2.4475, 2.8177], [-0.4732, 1.1921, -3.5668], [1.2640, 2.7359, 0.1474], [-3.5206, -1.2400, 2.0360], [0.0546, 0.9066, -4.3031], [-0.4982, 1.4686, 2.5049], [-1.5651, -0.5053, 0.7747], [-1.4531, -2.6144, -2.1182], [-1.5916, -3.9558, 0.5242], [0.0581, -0.0982, -0.0780], [0.7831, -0.1684, 0.9469], [0.4547, -1.5848, 3.1305], [-2.6418, -1.5895, 2.1383], [-2.4284, -1.6992, 3.0811], [0.7011, 2.8888, 0.8906], [-0.7325, -1.2488, -2.0966], [-1.7001, 3.2564, -1.1710], [-1.1605, 0.1641, 2.7059], [-1.4473, -2.7222, 1.5759], [1.1097, -1.2035, 3.7212], [2.3685, 1.5768, 2.5145], [2.6761, 1.1337, 3.2687], [-0.0377, 0.8662, -2.7595], [-1.0362, -3.5763, 1.2249], [-3.5341, 1.3085, -0.3430], [1.5419, -1.2504, -3.1053], [-1.2733, 1.0687, 2.8691], [-2.6137, 1.1391, -0.4581], [-1.1151, -1.9041, -2.6801], [-0.9115, 2.8162, -1.4631], [1.3290, -0.7277, -2.3069], [1.5985, -2.2541, 0.1815], [0.6020, 2.8256, -0.5850], [0.6648, -1.4370, -3.4019], [2.5604, 0.9138, 0.2374], [-3.8932, 0.6086, -0.8383], [3.1022, 2.5439, -1.9682], [-1.0396, 2.2319, -2.1847]], "forces_ev_per_a": [[0.234, 1.938, -1.261], [1.268, -1.730, -1.636], [1.937, 1.192, -0.194], [0.432, -1.006, 1.145], [-0.353, -0.465, -0.282], [-1.166, -1.476, 2.075], [0.706, 0.002, -0.181], [-0.210, 1.564, 0.278], [-0.376, 0.286, 1.049], [0.736, -0.367, -0.659], [-0.640, 0.209, 0.246], [0.364, -0.240, -0.445], [0.723, 0.242, -0.189], [-0.875, -0.434, 1.325], [0.200, 0.218, -0.117], [0.011, 0.490, 0.563], [-0.678, -2.468, -0.284], [0.236, 1.231, 1.259], [0.182, 0.264, 0.351], [0.955, 0.258, 0.333], [-0.415, 0.100, -0.308], [-0.466, 0.237, 1.062], [-0.282, -0.033, 0.294], [-0.797, 0.072, -0.202], [0.432, -2.293, -0.043], [0.351, -2.208, -1.138], [-0.224, -0.214, 0.606], [-0.042, -0.312, -2.421], [0.735, -1.323, 1.719], [0.163, -0.302, -0.654], [-0.145, 1.251, 0.214], [-0.076, 1.349, 0.971], [1.349, 0.834, 0.455], [-1.005, 2.016, 0.444], [1.188, 0.039, 0.048], [-0.394, -0.348, -0.293], [1.581, 0.837, 1.974], [0.589, -0.747, -0.873], [-0.946, 0.839, -1.055], [-0.177, -0.120, -0.463], [-0.927, -0.857, -0.741], [-2.559, 0.412, -0.071], [-1.239, -1.333, -1.097], [0.363, 2.940, -0.123], [-0.740, -0.545, -1.677]]}